# 1
This record from OMol25 describes a structure of composition C6H15BeN4O. The level of theory is ωB97M-V/def2-TZVPD.

The geometry in XYZ format:
```
27
Properties=species:S:1:pos:R:3:forces:R:3
C -0.72776 1.44707 0.09004 -2.4 3.8 2.5
Be 0.05154 -0.21783 0.09549 -0.6 -2.8 0.7
N 1.06056 -1.40020 -0.69443 0.5 0.3 -0.7
H 0.20323 1.18060 -0.44894 0.3 -0.8 -0.2
H 2.04618 -1.10378 -0.62235 -0.3 -0.3 -0.2
H -1.30378 -0.51954 -0.26158 0.1 -1.1 -0.4
H -1.43022 1.88878 -0.63314 0.8 0.0 -0.1
H -0.23922 2.17980 0.74034 0.1 1.0 -0.6
H -1.51284 1.14444 0.88382 1.8 -0.9 -1.2
H 0.96138 -2.21099 -0.05884 -0.1 0.2 -0.3
H 0.84808 -1.71328 -1.66092 0.2 0.2 0.6
C 2.42737 0.98270 4.41749 -0.1 -0.1 -0.1
N 1.50657 0.09236 3.74164 0.6 2.1 -2.0
C 0.87002 -0.92780 4.36657 0.4 -1.2 1.8
C 0.00340 -1.71677 3.68277 -0.9 -0.9 -0.7
C -0.20838 -1.56756 2.31890 -1.0 -0.3 2.2
N 0.49388 -0.60204 1.70288 0.9 1.8 -1.7
C 1.30598 0.29250 2.38829 0.0 0.1 -0.6
O 1.83412 1.23307 1.75839 -0.3 -0.6 0.9
N -0.97557 -2.43678 1.54648 -1.1 0.1 -0.9
H 2.09059 2.01391 4.40277 -0.2 0.1 -0.1
H 3.41330 0.95982 3.96611 0.2 -0.1 -0.3
H 2.54118 0.69246 5.45146 -0.1 -0.3 0.3
H 1.10901 -1.04864 5.41368 -0.2 0.0 0.0
H -0.49810 -2.50384 4.20950 -0.2 -0.3 0.2
H -1.60019 -3.01122 2.13118 0.6 0.5 -0.6
H -1.50222 -1.94724 0.74501 1.2 -0.7 1.5
```
Positions in Å, forces in eV/Å.

Output
* gap between HOMO and LUMO (spin up / spin down): 2.783 / 2.781 eV
* total charge: -1
* energy above the lowest of the compared OMol25 structures with the same formula, charge and spin: 227.52 kJ/mol
* DFT total energy: -14872.310 eV
* spin multiplicity: 1

---

# 2
This record from OMol25 describes the ion C6H15BrN with charge +1. The level of theory is ωB97M-V/def2-TZVPD.

The geometry in XYZ format:
```
23
Properties=species:S:1:pos:R:3:forces:R:3
C -1.00416 -2.74052 -0.12321 3.7 -0.5 -1.6
N -0.42152 -1.43193 0.26709 -0.3 -0.2 1.9
C -0.69152 -0.20326 -0.53136 -1.1 -0.4 -1.5
Br -2.58476 0.27035 -0.20386 0.5 -0.4 0.0
C 0.28604 0.83576 -0.05665 -0.9 2.2 -1.2
C 0.00088 2.14258 -0.87379 -0.9 1.0 3.7
C 0.23434 1.16382 1.47247 -2.1 0.9 -0.1
C 1.66560 0.37451 -0.43014 0.7 -2.2 1.0
H -1.87844 -2.63295 -0.62183 -3.0 0.5 -0.9
H -0.33966 -3.28603 -0.88053 -0.5 0.9 1.3
H -1.03680 -3.22481 0.79237 -0.5 -1.7 1.2
H 0.60104 -1.58442 0.36114 -0.5 0.4 -0.1
H -0.79743 -1.24750 1.27146 0.9 0.0 -2.0
H -0.66884 -0.43956 -1.68069 0.3 0.4 2.3
H -1.09070 2.35519 -0.66184 1.4 0.6 -0.3
H 0.71478 2.99441 -0.54491 -1.4 -1.4 -0.4
H 0.09452 2.01366 -1.89019 0.4 -0.5 -2.4
H 0.47963 0.35288 2.14563 -0.4 -0.6 0.1
H -0.67650 1.78136 1.87432 1.3 -1.6 -1.1
H 1.02833 1.82067 1.68466 1.2 1.0 -0.1
H 1.95622 -0.08305 0.52559 1.3 0.1 -0.3
H 1.85177 -0.42678 -1.18763 -0.8 0.7 0.2
H 2.27718 1.19561 -0.70809 0.8 0.6 0.1
```
Positions in Å, forces in eV/Å.

Output
* gap between HOMO and LUMO: 11.358 eV
* total charge: +1
* energy above the lowest of the compared OMol25 structures with the same formula, charge and spin: 174.48 kJ/mol
* DFT total energy: -77990.144 eV
* SMILES: C[NH2+][C@@H](Br)C(C)(C)C
* spin multiplicity: 1

---

# 3
This record from OMol25 describes a structure of composition C6H15ClLi2NO2. The level of theory is ωB97M-V/def2-TZVPD.

The geometry in XYZ format:
```
27
Properties=species:S:1:pos:R:3:forces:R:3
Li -4.48956 5.29455 0.65323 0.0 -0.3 0.8
Li -2.94741 3.19634 -0.87417 0.2 -0.6 0.5
Cl -3.57726 3.28740 1.31840 -0.2 1.0 -1.3
C -3.10542 -0.33510 2.13914 -0.4 0.4 -0.1
O -2.10208 -1.28620 2.31341 0.3 -0.2 -0.1
C -1.22660 -1.36879 1.20941 -0.2 -0.6 -0.1
C -0.30835 -0.18793 1.06469 0.3 0.4 0.4
N 0.46393 -0.28587 -0.15248 0.0 0.3 -0.3
C 1.73018 0.43781 -0.13083 -0.3 -0.2 0.3
C 2.45460 0.22178 -1.42401 0.1 0.2 -0.3
O 2.74841 -1.14581 -1.54767 -0.1 -0.1 0.1
C 3.33883 -1.45848 -2.78671 -0.2 -0.2 -0.1
H -3.82496 -0.44125 2.94910 0.0 -0.1 0.0
H -3.62659 -0.47730 1.17867 0.0 0.0 0.1
H -2.71813 0.69039 2.17403 0.0 -0.1 0.0
H -1.79487 -1.53488 0.28036 0.0 0.1 0.1
H -0.61242 -2.25856 1.37420 -0.1 0.0 0.0
H 0.32246 -0.15903 1.97029 0.0 0.1 -0.1
H -0.87931 0.75011 1.06066 0.0 0.0 0.0
H 0.61634 -1.24571 -0.43435 0.2 0.0 0.1
H 2.37419 0.12271 0.70620 -0.1 0.1 0.0
H 1.52938 1.50781 -0.00795 0.0 0.0 0.0
H 3.37717 0.81830 -1.45158 0.0 0.0 0.0
H 1.80301 0.53360 -2.25723 0.1 0.0 0.0
H 3.47240 -2.53734 -2.80818 0.1 0.0 0.0
H 4.30409 -0.95708 -2.89698 0.0 0.0 -0.1
H 2.67795 -1.18145 -3.61965 0.1 0.1 0.1
```
Positions in Å, forces in eV/Å.

Output
* gap between HOMO and LUMO: 5.666 eV
* total charge: +1
* energy above the lowest of the compared OMol25 structures with the same formula, charge and spin: 184.41 kJ/mol
* DFT total energy: -24977.505 eV
* spin multiplicity: 1

---

# 4
This record from OMol25 describes a cluster of 2 separate species, C6H15ClNOP in total. The level of theory is ωB97M-V/def2-TZVPD.

The geometry in XYZ format:
```
25
Properties=species:S:1:pos:R:3:forces:R:3
C -0.66475 -2.95741 -0.05222 -0.8 3.3 1.4
C -0.95238 -1.95892 1.11723 0.2 0.2 -0.3
C -1.81832 -2.58986 2.19173 -5.2 1.0 -3.3
N -1.50249 -0.70884 0.60603 0.9 1.1 -0.5
P -0.53797 0.42320 -0.22412 1.1 -1.0 0.9
O 0.54308 0.69072 1.02915 0.2 0.5 -1.0
Cl -1.78590 2.08751 -0.25698 -0.3 -0.1 0.4
H -0.16843 -3.74510 0.28403 2.4 -3.6 1.7
H -1.53764 -3.32854 -0.42735 -2.9 -0.9 -0.7
H -0.17143 -2.65900 -0.92304 1.2 1.4 -1.0
H -0.08573 -1.76137 1.74583 0.8 0.5 -0.9
H -2.51399 -1.91919 2.78663 1.2 -0.3 -0.8
H -1.25972 -3.10326 2.83792 2.1 -2.3 2.5
H -2.54409 -3.29028 1.63324 0.9 0.7 1.1
H -2.45752 -0.45877 0.69937 -0.8 -0.2 0.4
H 1.36452 1.13504 0.67919 -1.2 -0.5 0.4
C 2.61016 2.57374 -0.44779 0.5 0.7 -0.2
C 1.98689 2.12586 -1.50851 -0.8 5.6 0.3
C 1.13702 3.12028 -2.31333 -0.3 -6.8 -2.8
H 3.17285 1.90288 0.14338 0.7 -0.4 0.9
H 2.62480 3.63718 -0.29174 0.2 0.2 0.6
H 1.93532 1.14944 -1.61752 -0.3 -4.5 -1.4
H 1.52009 3.26380 -3.31870 0.5 0.6 0.1
H 0.86916 3.92519 -1.78901 -0.9 3.2 1.8
H 0.23646 2.44572 -2.58344 0.7 1.5 0.6
```
Positions in Å, forces in eV/Å.

Output
* gap between HOMO and LUMO: 9.516 eV
* total charge: 0
* energy above the lowest of the compared OMol25 structures with the same formula, charge and spin: 203.46 kJ/mol
* DFT total energy: -31813.285 eV
* SMILES: CC(C)NP(O)Cl.C=CC
* spin multiplicity: 1

---

# 5
This record from OMol25 describes a structure of composition C6H15CsN2O5. The level of theory is ωB97M-V/def2-TZVPD.

The geometry in XYZ format:
```
29
Properties=species:S:1:pos:R:3:forces:R:3
Cs -1.48316 1.09799 -1.67353 0.4 0.2 -0.6
N 0.13895 1.42565 -4.97324 -0.7 -0.8 -0.1
O 0.41890 1.73108 -6.13102 0.2 -0.1 0.6
O -0.42508 2.24515 -4.19821 0.0 0.6 0.2
O 0.31643 0.25676 -4.52671 0.2 0.2 -0.1
C -3.26697 -2.25724 -1.04999 -0.1 0.5 0.1
O -2.15238 -1.52235 -0.56440 -0.1 -0.1 0.6
C -1.14936 -2.31990 0.05054 -0.4 -1.2 0.0
C -0.52196 -1.60916 1.22368 1.1 0.7 -0.9
N 0.37948 -0.58208 0.67531 -0.5 0.5 0.0
C 0.92348 0.37031 1.62649 0.5 0.1 0.1
C 1.79694 1.40923 0.90272 -0.9 0.8 -0.4
O 1.75232 2.69427 1.50668 0.1 -0.4 0.4
C 2.45289 2.76125 2.72848 0.1 -0.2 0.4
H -2.98450 -2.76525 -1.97204 -0.3 -0.2 0.0
H -4.06629 -1.53405 -1.22097 0.1 0.1 -0.4
H -3.69268 -2.92814 -0.29893 0.4 -0.3 0.0
H -0.42758 -2.64435 -0.70810 0.3 0.3 0.1
H -1.58393 -3.26843 0.39657 -0.2 0.2 0.1
H 0.05315 -2.28699 1.86164 -0.3 -0.3 0.1
H -1.31004 -1.11779 1.79320 0.0 0.0 0.2
H 1.10781 -0.98748 0.10111 0.0 -0.2 0.1
H 1.53885 -0.07749 2.42184 -0.2 -0.3 0.0
H 0.08985 0.87092 2.12402 0.0 0.2 -0.1
H 1.36269 1.63618 -0.07831 0.1 -0.5 0.0
H 2.82141 1.06143 0.74030 0.1 0.0 0.2
H 2.18642 3.68210 3.24313 0.2 0.2 -0.3
H 3.53074 2.69090 2.55706 0.1 0.2 0.0
H 2.19363 1.96748 3.44270 -0.1 -0.1 -0.3
```
Positions in Å, forces in eV/Å.

Output
* gap between HOMO and LUMO: 7.403 eV
* total charge: 0
* energy above the lowest of the compared OMol25 structures with the same formula, charge and spin: 0.00 kJ/mol
* DFT total energy: -20226.514 eV
* spin multiplicity: 1

---

Q: DFT total energy of number 1 (C6H15BeN4O)?
A: -14872.310 eV

---

Q: total charge of number 4 (C6H15ClNOP)?
A: 0